Record 1
C17H55HfN4O9 | ωB97M-V/def2-TZVPD

Its LUMO energy is -13.93 eV. For the calculated total energy, the calculation gives -44177.3800 eV. The HOMO-LUMO gap comes out at 1.81 eV. As for the total charge: +3. Its spin multiplicity is 1.

Last column: Löwdin charge in e.
Cartesian coordinates (Å):
Hf (-3.59440, -1.10549, -2.91450)  2.1339
C (-0.25328, 0.03662, -1.53723)  -0.1854
O (-1.47741, -0.56313, -1.83325)  -0.3714
H (0.29656, -0.56902, -0.81683)  0.0726
H (0.46849, -0.02072, -2.35201)  0.0776
H (-0.21864, 1.11938, -1.41671)  0.0755
O (-2.44070, -3.24339, -2.74500)  -0.1233
H (-1.53775, -3.51728, -2.58409)  0.0146
H (-2.95592, -4.04371, -2.64372)  0.0895
O (2.85738, -1.55224, -3.40211)  -0.0225
H (2.21822, -1.02305, -2.92498)  -0.0095
H (3.46096, -1.86495, -2.72821)  0.0416
O (-3.65709, -1.84973, -0.64150)  -0.1338
H (-4.44855, -2.04897, -0.14138)  0.1028
H (-2.93908, -2.01548, -0.03057)  0.0423
O (-3.05739, 1.09232, -3.77220)  -0.0887
H (-3.16417, 1.93605, -3.33292)  0.1016
H (-2.53801, 1.29137, -4.55120)  0.1074
C (2.18326, 1.47121, 0.81660)  -0.0522
C (3.00971, 1.91854, -0.42471)  -0.3597
C (2.58038, 3.32596, -0.89167)  -0.1931
O (3.03287, 3.56616, -2.20040)  -0.1218
C (2.44922, 4.68328, -2.80238)  -0.0908
N (4.37203, 1.92496, 0.09751)  0.1526
H (2.26640, 2.25395, 1.57059)  0.0788
H (2.51853, 0.55011, 1.29332)  0.0793
H (1.11230, 1.41272, 0.62237)  0.0606
H (2.81023, 1.25280, -1.26441)  0.1364
H (2.95598, 4.15916, -0.29771)  0.1509
H (1.49376, 3.26553, -0.83066)  0.0809
H (3.06089, 5.01330, -3.64206)  0.1037
H (2.45282, 5.58741, -2.19360)  0.1045
H (1.49138, 4.47450, -3.27888)  0.0913
H (4.33338, 2.41635, 0.97906)  0.1074
H (4.49943, 0.93454, 0.24899)  0.0957
C (0.23831, 4.45525, 1.80135)  -0.0191
C (-1.14096, 4.41240, 1.05147)  -0.3703
C (-2.22357, 5.46375, 1.46850)  -0.1782
O (-2.57456, 5.36229, 2.81375)  -0.1419
C (-3.33661, 6.36058, 3.42506)  -0.0708
N (-0.82044, 4.46927, -0.35358)  0.0722
H (0.00959, 4.08067, 2.79909)  0.0852
H (0.76004, 5.39513, 1.98169)  0.0957
H (1.00119, 3.78975, 1.39736)  0.0239
H (-1.58738, 3.42556, 1.17378)  0.1304
H (-3.13929, 5.36972, 0.88480)  0.1294
H (-1.79470, 6.42410, 1.18232)  0.1369
H (-3.55827, 6.07092, 4.45223)  0.1013
H (-4.35383, 6.37815, 3.03384)  0.0994
H (-2.85136, 7.33651, 3.41115)  0.1085
H (-1.61284, 4.36619, -0.97128)  0.0767
H (-0.33079, 3.64905, -0.68159)  0.0356
C (-0.42814, -1.93404, 4.63753)  -0.0569
C (-0.58416, -2.22319, 3.19357)  -0.4440
C (-2.00436, -2.75899, 2.73871)  -0.1333
O (-2.24322, -3.06543, 1.36157)  -0.2556
C (-1.97767, -4.41969, 0.92173)  -0.0342
N (-0.29385, -1.03066, 2.47505)  0.0538
H (-0.66951, -2.81079, 5.23850)  0.0936
H (-1.05963, -1.12324, 5.00074)  0.0905
H (0.53679, -1.63512, 5.04698)  0.0967
H (0.19427, -2.93077, 2.90813)  0.1322
H (-2.73769, -2.00126, 3.01473)  0.1317
H (-2.30136, -3.62741, 3.32672)  0.1291
H (-2.30374, -4.99187, 1.79029)  0.0945
H (-0.90677, -4.61300, 0.98431)  0.0890
H (-2.53630, -4.70334, 0.02979)  0.0889
H (-0.36578, -1.27754, 1.49832)  0.0404
H (-1.09890, -0.45898, 2.68759)  0.0833
C (1.38782, -5.95694, -2.83650)  -0.0471
C (0.72521, -4.90797, -1.96767)  -0.4210
C (1.66703, -4.36693, -0.84022)  -0.1421
O (1.14348, -3.10650, -0.36077)  -0.2268
C (1.96601, -2.50070, 0.58299)  -0.1263
N (0.29097, -3.81528, -2.77666)  0.0529
H (0.86973, -6.37343, -3.70035)  0.0889
H (1.55977, -6.86267, -2.25497)  0.0939
H (2.30068, -5.63357, -3.33672)  0.0916
H (-0.03121, -5.42215, -1.37479)  0.1266
H (2.64044, -4.19167, -1.29832)  0.1243
H (1.93273, -5.08423, -0.06369)  0.1393
H (2.21011, -3.14294, 1.42918)  0.1107
H (1.58595, -1.52426, 0.88331)  0.0419
H (2.87341, -2.04625, 0.18523)  0.0887
H (1.06326, -3.47077, -3.32890)  0.0929
H (0.26826, -3.06679, -2.09890)  0.0475

Forces on atoms 1 to 6 (eV/Å):
7.216 0.268 4.255
0.854 -0.230 -1.208
-3.929 -0.890 -1.646
-0.413 0.242 0.835
-0.154 -0.356 -0.931
-0.739 0.092 0.852

=====

Record 2
C17H56KN10O11 | ωB97M-V/def2-TZVPD

Its LUMO energy is -2.68 eV. For the calculated total energy, the calculation gives -72282.1521 eV. The HOMO-LUMO gap comes out at 8.39 eV. As for the total charge: +1. Its spin multiplicity is 1.

Last column: Löwdin charge in e.
Cartesian coordinates (Å):
K (0.15229, -0.34401, -0.68921)  0.7941
C (-2.74001, -2.06627, 1.22887)  -0.7862
O (-1.70314, -1.47677, 1.03510)  -0.0270
N (-3.60133, -1.72060, 2.12934)  0.2133
N (-3.26104, -2.96449, 0.42803)  0.1679
H (-4.44688, -2.27275, 2.14562)  0.1249
H (-3.43968, -0.95475, 2.76765)  0.1255
H (-3.97122, -3.64158, 0.66737)  0.1317
H (-2.63506, -3.31205, -0.28433)  0.0760
C (-5.98982, -0.05896, -0.30578)  -0.8313
O (-6.28098, -0.10933, 0.89578)  0.0198
N (-5.04193, -0.70615, -0.80179)  0.1895
N (-6.70491, 0.49550, -1.21288)  0.1711
H (-4.84396, -0.49798, -1.77008)  0.1059
H (-4.38270, -1.21802, -0.23302)  0.0798
H (-7.41137, 1.16536, -0.94396)  0.1300
H (-6.39768, 0.54626, -2.17368)  0.1089
C (3.53667, -2.10914, 0.64914)  -0.8008
O (2.65107, -1.37308, 0.38421)  0.0150
N (4.36672, -2.50336, -0.27187)  0.1830
N (3.98758, -2.33275, 1.86724)  0.1925
H (5.14162, -3.14190, -0.16279)  0.1230
H (4.06854, -2.24685, -1.20213)  0.1000
H (4.94703, -2.63060, 1.97141)  0.1306
H (3.44943, -1.67819, 2.41683)  0.0861
C (-2.04209, 2.37629, -1.28947)  -0.7794
O (-0.93929, 2.37689, -0.90224)  0.0423
N (-2.42923, 1.91270, -2.48446)  0.1658
N (-3.09983, 2.74919, -0.59039)  0.1913
H (-1.75104, 1.77819, -3.22072)  0.1097
H (-3.39145, 1.99310, -2.78068)  0.1022
H (-4.02914, 2.61141, -0.96121)  0.1041
H (-3.05925, 3.04741, 0.37372)  0.1227
C (3.09432, 3.67640, -3.30838)  -0.8156
O (3.94668, 4.23643, -2.66131)  0.0543
N (1.80727, 3.60874, -2.91734)  0.1668
N (3.26535, 3.15686, -4.42463)  0.1719
H (1.26283, 2.94385, -3.44802)  0.0844
H (1.69511, 4.03190, -2.00716)  0.0561
H (2.55066, 2.62574, -4.90132)  0.1113
H (4.21422, 3.16185, -4.77063)  0.1352
C (1.18700, -3.94423, 2.91020)  -0.0706
C (0.43153, -4.91663, 3.97845)  -0.2545
O (-0.95487, -4.54170, 4.09076)  -0.0969
H (2.24344, -4.21210, 2.89386)  0.0499
H (0.96288, -2.90764, 3.16192)  0.0605
H (0.78025, -4.10831, 1.91233)  0.0492
H (0.98790, -4.87977, 4.91503)  0.1034
H (0.42124, -5.95282, 3.64033)  0.0984
H (-1.39725, -4.80964, 3.28199)  0.0680
C (4.01808, 1.08378, 3.10418)  -0.0700
C (3.69418, 0.31679, 4.38123)  -0.3250
O (4.87284, -0.30401, 4.88994)  -0.0653
H (3.05341, 1.45629, 2.75959)  0.0689
H (4.34201, 0.39585, 2.32322)  0.0580
H (4.70728, 1.91135, 3.27224)  0.0845
H (3.07850, -0.51344, 4.03515)  0.0773
H (3.01483, 0.88119, 5.02001)  0.1116
H (4.62382, -0.91524, 5.58706)  0.0832
C (-0.90866, 2.10365, 2.92578)  -0.0608
C (-1.06883, 0.98633, 4.03943)  -0.2801
O (-2.43273, 1.02574, 4.40571)  -0.0919
H (-1.21919, 3.08133, 3.29430)  0.0704
H (-1.57417, 1.89501, 2.08812)  0.0455
H (0.10804, 2.17880, 2.54007)  0.0596
H (-0.55628, 1.17952, 4.98181)  0.1080
H (-0.74040, 0.03338, 3.62452)  0.0959
H (-2.47664, 1.45018, 5.26566)  0.0860
C (-2.25362, -2.74216, -3.16281)  -0.0539
C (-1.36966, -3.84908, -2.43117)  -0.2621
O (-0.79020, -3.28856, -1.24293)  -0.1196
H (-1.60948, -1.97527, -3.59299)  0.0503
H (-2.91605, -2.09293, -2.59029)  0.0511
H (-2.71418, -3.16642, -4.05499)  0.0774
H (-0.77759, -4.42546, -3.14205)  0.1166
H (-2.11069, -4.59381, -2.14074)  0.0984
H (0.02236, -3.79801, -1.20073)  0.0913
C (0.10296, 6.43791, -1.70490)  -0.1012
C (1.02133, 6.16394, -0.54255)  -0.2865
O (1.20596, 4.75424, -0.46744)  -0.0938
H (-0.91024, 6.03835, -1.66167)  0.0709
H (0.50472, 6.06802, -2.64823)  0.0622
H (0.08014, 7.50127, -1.94331)  0.0767
H (0.70877, 6.77100, 0.30709)  0.1126
H (1.98449, 6.60716, -0.79551)  0.1199
H (0.36591, 4.36555, -0.21282)  0.0668
C (2.19846, -2.20306, -4.07012)  -0.0628
C (2.54568, -0.83604, -3.51153)  -0.3204
O (1.40519, -0.12165, -3.17559)  -0.1455
H (1.50808, -2.70440, -3.39179)  0.0602
H (3.08463, -2.81767, -4.22840)  0.0818
H (1.73422, -2.28139, -5.05320)  0.0821
H (3.10717, -0.33595, -4.30066)  0.1151
H (3.15073, -0.72856, -2.61127)  0.1119
H (0.97838, 0.14485, -3.99316)  0.0907

Forces on atoms 1 to 6 (eV/Å):
0.079 -0.079 0.410
0.152 1.469 0.490
2.337 0.795 -0.685
-2.051 0.619 2.962
-0.071 -3.574 -3.650
-0.118 0.779 0.617

=====

Among the records above, which one has the lowest LUMO energy? C17H55HfN4O9

=====

Number 2 is which compound? C17H56KN10O11

=====

The lowest LUMO energy belongs to which entry? C17H55HfN4O9

=====

Which value of calculated total energy does entry 2 give? -72282.1521 eV